Record 1
This record from OMol25 describes C2H4O2S in the gas phase at a distorted geometry. The level of theory is ωB97M-V/def2-TZVPD.

Geometry as XYZ:
```
9
Properties=species:S:1:pos:R:3:forces:R:3:nbo_charge:R:1
C 0.2332 1.4005 -0.0506 0.78 -0.53 2.13 -0.511
C 0.4065 -1.4312 -0.0720 -2.59 2.26 1.26 -0.468
O -1.5609 0.2620 1.1941 0.47 -1.66 -0.92 -0.914
O -1.6215 -0.0407 -1.3018 1.13 -0.27 1.14 -0.900
S -0.8614 0.0182 -0.0627 0.19 0.65 0.25 2.019
H 0.5471 1.8773 0.9569 -1.14 -0.91 -1.74 0.225
H 1.0267 1.3433 -0.7374 0.75 0.25 -1.26 0.176
H 1.1900 -1.4786 -0.7520 0.84 0.36 -1.80 0.183
H 0.6403 -1.9508 0.8256 -0.43 -0.14 0.95 0.190
```
Positions in Å, forces in eV/Å.

Calculated values
multiplicity = 1
ΔE to the lowest compared entry with this formula, charge and spin = 5.646 eV
LUMO energy (spin up / spin down) = -0.0524 / -0.0588 Eh

Record 2
This record from OMol25 describes 2 unconnected molecules or ions with the total composition C10H11N4S at a distorted geometry. The level of theory is ωB97M-V/def2-TZVPD.

Geometry as XYZ:
```
26
Properties=species:S:1:pos:R:3:forces:R:3:nbo_charge:R:1
C 2.6171 -1.9588 -1.0177 2.85 -2.01 -1.18 -0.146
C 3.7850 -1.2572 -0.7192 -1.30 0.59 0.75 -0.209
C 1.4029 -1.4792 -0.6774 -0.31 1.86 1.03 -0.221
C 3.6199 -0.0835 -0.0519 2.58 1.20 -0.36 -0.188
C -2.4134 -1.5224 1.8794 2.75 1.52 -1.28 -0.027
C -3.2041 -0.6971 1.0729 3.64 0.89 -0.42 0.050
C 1.2142 -0.1874 -0.0942 0.84 -0.60 0.47 0.182
C 2.4094 0.5010 0.1794 -1.54 0.61 1.06 -0.253
C -1.0800 -0.1890 0.7611 1.53 -1.14 -0.15 0.480
C 0.8817 2.3997 1.4123 1.89 -3.62 -1.84 -0.225
N -1.1021 -1.2215 1.7008 -0.90 0.76 -0.88 -0.398
N -2.3591 0.1426 0.3896 -0.74 -0.61 1.18 -0.514
N -0.0078 0.3495 0.1558 -1.64 0.71 0.88 -0.380
N -2.9612 1.8510 -1.8336 0.42 0.50 2.07 -1.087
S 2.4074 2.0505 1.0753 -0.92 -0.13 -0.40 0.701
H 2.9420 -2.9295 -1.5134 -1.76 0.90 0.69 0.251
H 4.7705 -1.6320 -0.8210 0.56 -0.47 -0.50 0.238
H 0.5311 -2.0192 -0.6276 -1.83 -1.61 -0.72 0.229
H 4.5411 0.4621 0.1731 -0.36 0.00 0.30 0.234
H -2.5992 -2.3361 2.4982 -0.98 -1.04 0.97 0.235
H -4.1760 -0.7490 0.8225 -3.27 0.00 -0.47 0.222
H 0.4438 3.2986 1.6027 -1.09 2.41 1.00 0.203
H -2.6159 0.8653 -0.3221 0.07 -0.39 -0.23 0.469
H -2.9361 1.3883 -2.7107 -0.28 0.05 -0.82 0.396
H -2.3153 2.6139 -1.7528 0.95 -0.03 -0.57 0.378
H -3.7962 2.3394 -1.5814 -1.17 -0.35 -0.59 0.383
```
Positions in Å, forces in eV/Å.

Calculated values
multiplicity = 1
LUMO energy (spin up / spin down) = -0.1957 / -0.2032 Eh
charge = +1

Record 3
This record from OMol25 describes 2 unconnected molecules or ions with the total composition C30H38BNO2S at a distorted geometry. The level of theory is ωB97M-V/def2-TZVPD.

Geometry as XYZ:
```
73
Properties=species:S:1:pos:R:3:forces:R:3:mulliken_charge:R:1
C -5.1753 2.7306 1.5154 -0.29 0.39 0.19 -1.317
C -4.1528 1.7324 1.1744 0.43 -1.56 -0.27 0.828
C -4.2857 0.3577 1.2404 0.33 1.06 0.18 -1.060
C -3.1204 -0.3205 0.7942 0.18 0.42 -0.75 -0.228
C -2.1742 0.5223 0.2358 -1.38 -0.52 1.18 -0.548
B 0.0107 0.2673 1.1272 -0.35 -0.24 -1.12 -0.611
C -0.8381 0.0974 -0.3122 1.14 0.12 0.73 2.882
C -1.0092 -1.2768 -0.8303 -0.78 -0.06 -0.71 -1.571
C -1.2536 -1.5294 -2.1464 -0.02 -0.62 0.68 -0.777
C -1.0114 -0.5330 -3.1440 0.49 -0.41 -1.17 0.800
N -1.0495 -0.8421 -4.4646 -0.12 0.32 1.53 0.291
C -0.5535 0.0723 -5.4802 0.06 0.49 -0.35 -0.931
C -1.4892 -2.1493 -4.9318 -0.17 -0.49 -0.02 -0.916
C -0.5919 0.7571 -2.6953 0.50 0.84 0.27 -0.533
C -0.4571 1.0452 -1.3725 -0.35 -0.14 -0.84 -1.763
O 0.3241 1.5288 1.5605 -0.20 -0.21 0.07 -0.323
C 0.3602 1.5100 3.0159 0.22 0.03 -0.21 1.828
C 1.8134 1.7027 3.3839 0.38 -0.19 0.33 -1.954
C -0.4124 2.7205 3.5122 -0.30 0.19 0.07 -1.799
C -0.2455 0.0842 3.4042 0.24 -0.09 -0.28 1.953
C 0.6429 -0.7907 4.2677 0.28 -0.08 0.26 -1.483
C -1.6456 0.1592 3.9919 -0.20 0.06 0.01 -1.838
O -0.3322 -0.6173 2.1334 0.26 0.45 -0.32 0.036
S -2.6076 2.1707 0.5373 -0.43 -0.23 -0.43 -0.263
H -6.0936 2.1878 1.7413 -0.08 0.22 0.03 0.386
H -4.8808 3.3017 2.4009 -0.16 0.12 -0.13 0.282
H -5.3530 3.4095 0.6754 -0.09 0.03 0.24 0.303
H -5.1958 -0.1226 1.5980 0.30 0.09 -0.03 0.336
H -2.9767 -1.3885 0.8873 -0.12 0.06 -0.21 0.481
H -1.1067 -2.0807 -0.1036 0.03 0.13 -0.13 0.719
H -1.5764 -2.5234 -2.4637 0.38 0.29 0.20 0.437
H 0.5423 0.1864 -5.4358 -0.35 -0.11 0.20 0.268
H -0.8138 -0.3392 -6.4610 0.05 0.24 0.28 0.285
H -1.0268 1.0566 -5.3800 0.11 -0.22 -0.09 0.379
H -2.5453 -2.3256 -4.6704 0.36 0.04 -0.05 0.326
H -1.3987 -2.1653 -6.0237 -0.06 -0.08 0.40 0.256
H -0.8750 -2.9682 -4.5232 -0.13 0.35 -0.10 0.327
H -0.3345 1.5170 -3.4317 0.01 -0.25 0.26 0.306
H -0.1445 2.0404 -1.0631 -0.03 -0.12 -0.07 0.476
H 1.9408 1.7775 4.4684 0.00 -0.05 -0.05 0.432
H 2.4430 0.9035 2.9841 -0.18 0.19 0.20 0.177
H 2.1719 2.6348 2.9355 -0.09 -0.11 0.04 0.428
H -0.3858 2.7640 4.6106 -0.13 -0.05 -0.27 0.357
H 0.0813 3.6284 3.1415 -0.09 -0.24 0.03 0.399
H -1.4494 2.7376 3.1530 0.27 -0.05 0.22 0.218
H 0.8251 -0.3326 5.2467 0.06 -0.08 -0.14 0.363
H 0.1514 -1.7583 4.4294 -0.02 0.23 -0.03 0.427
H 1.5953 -1.0038 3.7661 -0.30 0.24 0.25 0.010
H -1.6235 0.6140 4.9924 -0.01 -0.06 -0.26 0.392
H -2.3151 0.7376 3.3467 0.07 -0.07 0.13 0.073
H -2.0637 -0.8504 4.0879 0.15 0.16 -0.04 0.465
C 2.3485 -1.7232 0.8510 0.00 -0.10 0.57 -0.419
C 3.5185 -1.4407 1.8475 -0.32 -0.52 -0.42 -0.892
C 3.9017 -0.0356 1.5195 -0.25 1.22 -1.20 -1.192
C 3.1459 0.4706 0.4777 1.87 -0.75 1.67 -0.473
C 2.2936 -0.5269 -0.0898 -1.12 -0.44 -0.55 1.142
C 2.3163 -0.7437 -1.5161 0.07 0.07 1.01 1.285
C 2.7844 0.2561 -2.4071 0.09 0.05 -0.61 -0.372
C 2.8934 0.0049 -3.7686 -0.40 0.05 0.29 -0.946
C 2.4913 -1.2328 -4.2906 0.20 -0.24 -0.49 -0.629
C 2.1219 -2.2676 -3.4225 -0.28 0.46 0.21 -0.962
C 2.0041 -2.0164 -2.0621 -0.01 -0.15 -0.42 -0.450
H 2.5014 -2.6868 0.3734 0.08 -0.08 -0.26 0.657
H 1.4050 -1.7992 1.3916 0.13 -0.35 0.21 0.048
H 3.2062 -1.5741 2.8868 0.00 0.05 0.02 0.346
H 4.3209 -2.1770 1.7013 0.15 0.25 0.01 0.322
H 4.7349 0.4579 2.0230 -0.41 0.15 -0.10 0.383
H 3.2373 1.4732 0.0798 0.17 0.03 0.10 0.470
H 3.0723 1.2367 -2.0194 0.00 -0.39 -0.13 0.237
H 3.2969 0.7800 -4.4285 -0.24 -0.24 0.15 0.337
H 2.4800 -1.4030 -5.3694 0.30 -0.01 0.25 0.491
H 1.9230 -3.2740 -3.7996 -0.05 0.30 -0.01 0.454
H 1.6644 -2.8161 -1.4040 0.17 0.21 -0.18 0.153
```
Positions in Å, forces in eV/Å.

Calculated values
multiplicity = 1
ΔE to the lowest compared entry with this formula, charge and spin = 2.655 eV
LUMO energy = -0.0393 Eh

Record 4
This record from OMol25 describes 4 unconnected molecules or ions with the total composition CH11NO3 at a distorted geometry. The level of theory is ωB97M-V/def2-TZVPD.

Geometry as XYZ:
```
16
Properties=species:S:1:pos:R:3:forces:R:3:nbo_charge:R:1
C 0.9614 0.3218 -1.1280 1.07 -0.10 -0.26 -0.426
N -0.4757 0.1396 -1.0002 -0.19 0.90 0.12 -0.846
H 1.5205 -0.1971 -0.3555 -0.22 -0.30 0.25 0.201
H 1.3525 1.3446 -1.0850 -0.33 0.18 -0.07 0.163
H 1.3117 -0.1043 -2.0686 -0.09 0.02 -0.10 0.194
H -0.7451 0.5090 -0.0919 -0.05 -0.20 0.17 0.361
H -0.9100 0.8230 -1.6188 -0.12 -0.39 -0.22 0.353
O -0.2955 -0.9837 2.2226 0.03 0.16 0.02 -0.937
H 0.2448 -0.2639 2.5658 0.00 0.01 -0.05 0.469
H -0.2490 -0.8745 1.2661 -0.03 -0.28 0.04 0.469
O 0.2157 2.1184 1.5942 0.35 -0.48 -0.01 -0.961
H 0.3301 2.6896 0.8274 -0.32 0.16 0.30 0.480
H -0.5710 2.3601 2.0900 -0.05 0.31 -0.28 0.484
O -0.7325 -2.9578 -0.8780 -0.31 0.10 -0.27 -0.939
H -0.3045 -2.2030 -1.2936 0.27 0.18 0.11 0.473
H -1.6537 -2.7218 -1.0463 -0.01 -0.27 0.24 0.463
```
Positions in Å, forces in eV/Å.

Calculated values
multiplicity = 1
structure (SMILES) = CN.O.O.O
ΔE to the lowest compared entry with this formula, charge and spin = 0.863 eV
LUMO energy = 0.0116 Eh